Record 1
# C29H50AuCl3N2OSSbSe2Si3

C29H50AuCl3N2OSSbSe2Si3 as an isolated structure (the ωB97M-V functional and the def2-TZVPD basis, the Open Molecules 2025 dataset).

Structure (XYZ):
```
93
Properties=species:S:1:pos:R:3:forces:R:3:lowdin_charge:R:1
Au 0.17142 -0.72267 -0.64477 -0.3229 -0.0431 -0.3933 0.440
C -1.44251 0.24780 -4.41111 -0.0264 -0.0861 -0.0850 -0.318
Se -0.02351 -0.69157 -3.46527 0.0619 -0.0792 0.0371 0.943
C -0.73849 -2.51034 -3.48271 0.0101 -0.0050 0.0184 -0.512
C -1.91006 -2.70900 -2.55325 0.0264 0.0944 0.1142 -0.448
Se -1.47950 -2.49268 -0.63706 -0.0922 0.0094 -0.1219 0.970
C -1.06941 -4.32729 -0.18813 0.0703 0.0361 0.0925 -0.320
H -1.47342 -0.13644 -5.42744 0.0659 -0.0062 -0.0153 0.052
H -1.14969 1.29533 -4.41983 -0.0061 -0.0011 -0.0083 0.042
H -2.39862 0.14274 -3.90597 0.1179 -0.0351 -0.0933 0.010
H 0.09238 -3.16592 -3.22655 0.0591 -0.0271 -0.0291 0.060
H -1.03821 -2.74521 -4.50443 -0.0026 0.0667 -0.0340 0.096
H -2.34400 -3.70626 -2.62665 0.0076 -0.0485 -0.0100 0.094
H -2.69669 -1.97686 -2.73045 -0.0342 0.0024 0.0018 0.054
H -1.97529 -4.89075 -0.40116 -0.0202 -0.0064 0.0076 0.062
H -0.86109 -4.35072 0.88075 -0.0156 0.0018 -0.1830 0.008
H -0.23490 -4.68995 -0.77185 0.0445 -0.0367 -0.0491 0.017
C 1.11929 -5.11139 2.77519 -0.4421 -0.0119 -0.0951 -0.188
Si 2.35397 -4.70794 1.45947 -0.0403 -0.0078 -0.0640 0.395
C 2.33200 -5.81351 -0.02817 0.0859 0.0299 -0.0173 -0.184
C 4.05698 -4.53065 2.17492 -0.0184 -0.0273 0.0435 -0.186
Sb 2.11815 -2.09890 0.72584 0.0642 0.1557 0.1223 1.023
Si 3.95817 -1.58771 -1.21578 0.0231 -0.1306 0.2903 0.391
C 3.82218 0.19334 -1.67186 -0.0268 0.0462 -0.0579 -0.212
C 3.62354 -2.75472 -2.60935 -0.0125 0.0373 -0.0789 -0.185
C 5.48554 -1.97046 -0.23023 0.1018 0.0955 -0.1242 -0.201
Si 1.95820 -0.70896 3.01096 0.1523 -0.1281 -0.0448 0.370
C 3.26666 -1.52320 4.04667 -0.0090 0.0293 0.1168 -0.207
C 2.31245 1.07732 2.69284 0.0554 0.0603 -0.0517 -0.190
C 0.21449 -1.06633 3.52738 -0.0552 0.0792 0.0795 -0.207
H 1.39120 -6.10159 3.15965 -0.0126 0.0271 -0.0044 0.066
H 0.07699 -5.18365 2.42629 0.4233 -0.0015 0.2137 0.029
H 1.16599 -4.41776 3.61661 -0.0160 -0.0109 -0.0297 0.033
H 2.56292 -6.82736 0.31715 0.0298 0.0301 0.0334 0.067
H 3.10006 -5.54062 -0.75387 -0.0138 -0.0033 0.0320 0.032
H 1.37622 -5.87418 -0.53848 -0.0556 -0.0227 -0.0350 0.015
H 4.31479 -5.53478 2.53728 -0.0138 0.0250 -0.0149 0.073
H 4.10484 -3.86418 3.03393 0.0098 -0.0188 -0.0200 0.017
H 4.82272 -4.25300 1.45698 0.0634 0.0365 -0.0700 0.023
H 2.86242 0.41741 -2.13889 0.0179 -0.0130 -0.0203 -0.002
H 4.59939 0.41503 -2.41190 -0.0034 -0.0317 0.0395 0.069
H 3.98765 0.84359 -0.81181 -0.0328 0.0158 -0.0245 0.042
H 2.67364 -2.55269 -3.10844 -0.0081 -0.0271 0.0293 0.014
H 3.67082 -3.80257 -2.31405 -0.0382 0.0096 0.0018 0.029
H 4.40819 -2.59303 -3.35791 -0.0076 -0.0195 0.0253 0.066
H 5.50016 -1.54069 0.77311 -0.0262 -0.0361 -0.0161 0.040
H 6.32432 -1.51532 -0.77286 -0.0396 -0.0104 0.0138 0.065
H 5.69376 -3.03675 -0.18097 -0.0139 -0.0690 0.0610 0.033
H 4.22110 -1.64149 3.53041 -0.0253 0.0195 0.0177 0.035
H 2.94560 -2.48745 4.44557 0.0333 0.0174 -0.0488 0.038
H 3.45827 -0.87010 4.90539 -0.0326 -0.0182 -0.0126 0.062
H 3.20401 1.23464 2.08193 -0.0426 0.0000 0.0337 0.043
H 2.49901 1.54930 3.66427 -0.0075 -0.0310 -0.0326 0.063
H 1.46898 1.59125 2.23491 0.0231 0.0152 -0.0332 0.007
H 0.03790 -2.12333 3.73608 0.0081 0.0334 -0.0403 0.032
H -0.50713 -0.72043 2.78423 -0.0139 -0.0291 -0.0030 0.017
H 0.01155 -0.51319 4.45084 -0.0033 -0.0342 -0.0009 0.061
Cl -7.08222 7.17725 2.48142 -0.0313 0.0171 0.0177 0.744
C -5.74479 6.31475 1.83163 -0.0380 -0.0090 0.0381 -0.656
C -4.93909 6.90810 0.87373 0.0682 0.0793 -0.1006 -0.070
C -3.86807 6.20330 0.35105 0.0033 0.0455 -0.0186 -0.010
C -3.58501 4.91133 0.77594 0.0594 0.0506 -0.1095 -0.197
C -2.42238 4.13390 0.21764 -0.2753 0.0566 0.1126 -0.335
C -1.22012 4.17617 1.14524 0.0315 -0.1094 0.0939 -0.020
N -0.25114 3.21662 0.59575 0.3131 0.0425 0.2111 -0.029
C 0.87577 3.49580 -0.13456 -0.0580 -0.0477 0.0418 0.001
C 1.31735 2.31125 -0.63837 -0.1622 0.1025 -0.0950 -0.106
N 0.44688 1.32054 -0.23201 0.5687 -0.2694 0.2682 -0.112
C -0.47361 1.90586 0.53045 -0.1356 0.0628 -0.0668 -0.180
O -2.01411 4.60579 -1.04215 -0.1103 -0.0029 -0.3104 -0.081
C -1.89753 3.62807 -2.07882 0.2437 -0.0561 0.0381 -0.135
C -3.02955 2.64908 -2.15903 0.2007 -0.0292 0.1402 -0.334
C -4.32056 2.98292 -2.44211 -0.2163 -0.0558 -0.0248 -0.945
Cl -4.90065 4.53432 -2.83305 -0.0060 -0.0107 0.0002 0.763
S -5.38395 1.64170 -2.35811 -0.1070 0.0479 -0.0659 1.082
C -4.10230 0.59034 -1.94828 -0.0684 0.0061 0.0347 -0.420
C -2.91675 1.25541 -1.87714 0.0078 0.1136 0.3351 -0.224
C -4.41280 4.34949 1.73809 -0.0506 -0.0294 0.0516 -0.560
Cl -4.10836 2.71696 2.30000 0.0016 -0.0471 0.0281 0.714
C -5.49121 5.02615 2.27456 -0.0034 -0.0770 0.0416 -0.110
H -5.15644 7.91351 0.54006 0.0113 -0.0209 -0.0009 0.120
H -3.24805 6.65191 -0.41369 -0.0019 0.0069 0.0050 0.128
H -2.73130 3.08862 0.14734 -0.0839 -0.0107 -0.0319 0.094
H -1.49721 3.87954 2.15459 0.0698 -0.0409 0.0440 0.128
H -0.76212 5.16151 1.17113 0.0143 0.0238 -0.0596 0.155
H 1.24430 4.50101 -0.25200 0.0017 -0.0242 0.0104 0.153
H 2.15036 2.12652 -1.28786 0.0080 0.0202 0.0479 0.087
H -1.32888 1.42943 0.98609 0.0526 -0.0102 0.0452 0.145
H -0.95554 3.06448 -1.95243 -0.1703 0.0912 -0.1119 0.106
H -1.81519 4.21152 -2.99337 -0.0087 0.0332 -0.0582 0.140
H -4.30733 -0.45516 -1.77063 -0.0136 0.0410 0.0326 0.064
H -1.96844 0.78406 -1.62629 -0.1525 0.0903 -0.0400 0.046
H -6.12534 4.56380 3.01771 0.0139 0.0027 -0.0071 0.115
```
Forces are in eV/Å.

Results
Energy relative to the best compared isomer or geometry (same formula, charge and spin) ... 91.0 kJ/mol
HOMO energy (alpha / beta) ... -14.342 / -14.342 eV
Gap between HOMO and LUMO (alpha / beta) ... 0.1222 / 0.1222 hartree
Net charge ... +3
F_max ... 0.68 eV Å⁻¹

Record 2
# C17H29CuNOP

C17H29CuNOP as an isolated structure (the ωB97M-V functional and the def2-TZVPD basis, the Open Molecules 2025 dataset).

Structure (XYZ):
```
50
Properties=species:S:1:pos:R:3:forces:R:3:lowdin_charge:R:1
Cu 1.29310 -1.24360 0.52716 0.2127 0.2370 -0.1256 0.233
N 1.11457 -5.18101 -0.48687 -0.0016 0.0119 -0.0083 0.173
C 1.34342 -4.00030 0.13004 -0.1240 -0.1600 -0.0033 -0.530
O 0.39717 -3.26276 0.42309 0.0241 -0.2464 -0.0821 -0.044
C 2.77418 -3.65434 0.45535 0.0715 0.4321 -0.0449 -0.233
C 3.05572 -2.14959 0.22422 -0.0294 -0.3407 0.0716 -0.258
H 0.17327 -5.42046 -0.74511 -0.0373 0.0077 0.0227 0.109
H 1.86954 -5.75768 -0.80912 0.0342 0.0281 0.0498 0.099
H 3.44831 -4.33067 -0.08287 -0.0029 -0.0723 0.0302 0.096
H 2.88600 -3.86142 1.52432 -0.0212 -0.1249 -0.0065 0.114
H 3.39340 -2.02251 -0.81337 -0.1002 0.0482 -0.0087 0.016
H 3.91978 -1.87494 0.83382 -0.0769 0.1057 0.0563 0.010
C -2.51410 -1.20490 0.33557 0.0516 0.0147 -0.0167 -0.093
C -1.79779 -0.22196 -0.59566 0.2218 -0.0960 0.0971 -0.672
C -1.28795 -0.99041 -1.82565 -0.0048 0.0364 0.0836 -0.094
C -2.74721 0.87856 -1.05883 -0.0231 -0.0200 0.0148 -0.084
P -0.22772 0.34836 0.27526 -0.3013 0.4128 -0.0600 1.087
C 0.42904 1.61927 -0.87958 0.1306 -0.1671 0.0315 -0.339
C 1.62309 1.29521 -1.52962 -0.0876 0.0618 0.0722 -0.092
C 2.20366 2.16907 -2.43794 -0.0079 0.0016 0.0123 -0.074
C 1.60295 3.38986 -2.70098 0.0584 -0.0092 -0.0463 -0.087
C 0.41998 3.72648 -2.06004 -0.0878 0.0788 0.0145 -0.080
C -0.16663 2.84881 -1.16109 0.0087 0.0216 0.0151 -0.103
C -0.62800 1.25497 1.88059 0.1686 -0.2105 -0.0531 -0.677
C -0.76246 0.15826 2.94899 -0.0166 0.0124 -0.0422 -0.104
C -1.87041 2.13977 1.91142 0.0498 -0.0139 0.0383 -0.086
C 0.62464 2.08200 2.20420 -0.0551 -0.0693 -0.0496 -0.096
H -3.30570 -1.72368 -0.21204 0.0002 0.0256 -0.0330 0.088
H -2.97744 -0.69465 1.18184 -0.0182 -0.0342 -0.0318 0.065
H -1.81215 -1.95530 0.70721 -0.0687 -0.0199 0.0370 0.067
H -2.13531 -1.41091 -2.37482 -0.0194 0.0288 0.0209 0.089
H -0.63405 -1.80964 -1.52263 0.0123 -0.0340 -0.0271 0.062
H -0.73750 -0.33166 -2.50045 -0.0024 -0.0287 -0.0226 0.079
H -3.61875 0.41191 -1.52708 -0.0060 0.0084 -0.0156 0.089
H -2.27314 1.51780 -1.80331 -0.0613 -0.0007 -0.0057 0.071
H -3.10409 1.49746 -0.23543 -0.0108 -0.0334 -0.1581 0.058
H 2.10127 0.35071 -1.29600 0.0367 -0.0116 -0.0221 0.070
H 3.12940 1.89595 -2.92842 -0.0084 0.0124 -0.0009 0.105
H 2.05561 4.08065 -3.40123 -0.0080 -0.0051 0.0022 0.102
H -0.05287 4.67952 -2.26293 0.0052 -0.0064 0.0044 0.103
H -1.09485 3.13337 -0.68403 0.0522 -0.0024 -0.0206 0.086
H -1.63276 -0.47447 2.77201 0.0758 -0.0025 0.0660 0.063
H -0.87031 0.61297 3.93770 0.0024 0.0368 -0.0210 0.087
H 0.12645 -0.47622 2.95765 -0.0211 -0.0268 0.0459 0.067
H -2.78007 1.56567 1.73296 0.0261 0.0493 0.0641 0.065
H -1.81565 2.95330 1.18851 -0.0563 -0.0111 0.0370 0.065
H -1.95415 2.58924 2.90519 0.0001 0.0121 0.0007 0.089
H 1.52300 1.46654 2.10558 0.0203 0.0540 0.0368 0.076
H 0.56910 2.44819 3.23276 -0.0255 -0.0189 0.0008 0.087
H 0.72443 2.93917 1.53962 0.0206 0.0279 -0.0203 0.075
```
Forces are in eV/Å.

Results
HOMO energy ... -7.048 eV
Gap between HOMO and LUMO ... 0.2871 hartree
Net charge ... 0
F_max ... 0.51 eV Å⁻¹

Record 3
# C18H31Br2INO3S

A 2-piece molecular cluster, C18H31Br2INO3S overall in a non-equilibrium geometry (the ωB97M-V functional and the def2-TZVPD basis, the Open Molecules 2025 dataset).

Structure (XYZ):
```
57
Properties=species:S:1:pos:R:3:forces:R:3:lowdin_charge:R:1
C -0.70454 1.10841 5.15350 -0.6461 -0.2157 -1.5760 0.106
C -1.76318 0.80404 4.61109 -0.1658 -0.0687 0.3708 -0.131
C -3.01338 0.44943 3.70147 2.4915 1.3257 0.2353 -0.785
Br -4.45410 -0.53302 4.60798 1.0884 0.5807 -0.8441 0.776
C -3.44612 1.83219 2.97619 2.5917 -0.7667 1.0174 -0.050
C -2.03658 2.03470 2.20198 -1.1337 1.2110 -0.4317 -0.187
C -1.66450 3.53808 1.93550 -0.2235 -0.1156 0.8064 -0.594
I -1.31082 3.96340 -0.20033 -0.3782 -0.3684 0.7996 0.921
C -0.51069 4.11701 2.89652 0.1297 0.5491 0.0425 -0.247
C 0.88485 4.39708 2.18727 0.0590 0.2726 1.3168 -0.166
N -1.42172 0.91206 1.91658 -0.7031 1.8478 0.6271 -0.076
C -0.09914 0.79426 1.25245 1.4506 -0.2934 -1.0903 -0.391
S 1.19203 0.08057 2.41541 -0.3557 -0.0866 -0.4663 0.818
C 2.82724 0.87461 2.06537 1.2299 0.1921 0.7564 -0.520
C 3.93940 -0.25434 2.36598 -1.0926 -0.0355 0.1169 -0.168
C -2.33821 -0.18866 2.40006 -1.9160 -0.6585 -0.7868 -0.646
Br -1.67704 -2.03044 2.44077 -0.1777 1.4746 0.0756 0.769
H 0.36820 1.39229 5.32816 -1.8948 -0.5451 0.2015 0.078
H -4.37077 1.70543 2.33596 1.1974 0.3691 0.6158 0.152
H -3.44298 2.66823 3.73929 -0.6489 -0.9352 -1.0148 0.144
H -2.60109 4.14089 2.17810 1.1773 -1.0994 -0.5230 0.088
H -0.42066 3.46997 3.83334 -0.0335 0.6165 -1.4389 0.100
H -0.88272 5.12714 3.27749 0.3666 -1.3698 -0.5688 0.124
H 1.62599 4.63678 3.02545 -0.8903 -0.4297 -1.1681 0.095
H 0.81399 5.34436 1.57038 0.1034 -1.4091 0.4491 0.066
H 1.27548 3.51010 1.61029 -0.3964 1.1271 0.5156 0.040
H 0.32303 1.78615 0.91402 -1.1201 -0.9030 0.5429 0.035
H -0.19190 0.15693 0.30824 -0.1596 0.6383 1.4673 0.107
H 2.98225 1.66668 2.87342 -0.2844 -0.7477 -1.4087 0.072
H 2.94323 1.30256 1.02804 -0.3138 -0.4928 1.1403 0.089
H 4.95852 0.22623 2.42440 -1.1419 -0.6005 -0.1643 0.084
H 3.68289 -0.72274 3.37670 0.5208 0.6302 -1.2955 0.074
H 3.88573 -1.08529 1.59426 0.2305 1.1446 0.8839 0.083
H -3.18167 -0.11913 1.63973 1.0485 -0.8897 0.7246 0.127
C 2.07511 -2.21099 -6.37536 -0.1969 -0.0650 0.1000 -0.106
O 1.29574 -2.72610 -5.31282 0.0905 0.2385 0.1350 -0.206
C 2.08555 -3.42393 -4.35837 -0.5573 -0.1006 -0.2044 -0.198
C 1.32503 -3.57004 -3.04874 0.3834 0.0108 0.0071 -0.170
O 1.38372 -2.39437 -2.23760 -0.2257 0.1149 -0.1141 -0.137
C 0.57452 -1.30401 -2.66957 0.0321 -0.1974 0.3029 -0.179
C -0.90904 -1.52168 -2.40624 -0.0294 -0.1043 -0.6605 -0.216
O -1.48338 -2.32458 -3.42648 0.0698 -0.0746 0.2412 -0.195
C -2.74337 -2.84507 -3.04857 0.2327 0.0332 -0.1756 -0.102
H 2.59699 -3.01757 -6.89911 0.1077 0.0563 -0.0365 0.090
H 1.40661 -1.70831 -7.07472 -0.0215 -0.0989 0.0789 0.090
H 2.79548 -1.47724 -5.99803 0.1312 -0.0568 -0.0628 0.087
H 3.02702 -2.89245 -4.18026 0.0311 -0.0291 0.0630 0.128
H 2.30175 -4.41902 -4.76735 0.1809 -0.0421 0.1322 0.130
H 1.81497 -4.34995 -2.45975 0.0416 0.1189 0.0034 0.128
H 0.29439 -3.88816 -3.20935 -0.0044 0.1095 -0.2108 0.122
H 0.77058 -1.05569 -3.71400 -0.2213 -0.1041 -0.0602 0.125
H 0.90097 -0.44862 -2.06930 0.0182 -0.0443 0.0607 0.114
H -1.42889 -0.55422 -2.41184 0.0064 0.1422 0.1925 0.122
H -1.04257 -2.00395 -1.42896 0.0584 0.0291 0.0794 0.118
H -2.63658 -3.50691 -2.18288 -0.1065 0.0413 0.1013 0.088
H -3.13241 -3.42858 -3.88262 0.0715 0.0950 0.0095 0.093
H -3.44324 -2.03453 -2.82318 -0.1015 -0.0206 0.0895 0.085
```
Forces are in eV/Å.

Results
Energy relative to the best compared isomer or geometry (same formula, charge and spin) ... 0.0 kJ/mol
HOMO energy ... -11.124 eV
Gap between HOMO and LUMO ... 0.2448 hartree
Net charge ... +1
F_max ... 2.89 eV Å⁻¹